[1]
Entry from the Open Molecules 2025 dataset: a single C6H5F molecule (the ωB97M-V functional and the def2-TZVPD basis).

Summary:
Lowest unoccupied orbital energy ... 0.12 eV
Net charge ... 0
SMILES ... C#C/C=C(/F)C=C
Gap between HOMO and LUMO ... 8.7318 eV
Energy above the lowest of the compared OMol25 structures with the same formula, charge and spin ... 268.5 kJ/mol
Strongest force on any atom ... 4.2 eV Å⁻¹

Geometry as XYZ:
```
12
Properties=species:S:1:pos:R:3:forces:R:3:lowdin_charge:R:1
C 0.7131 -1.8934 1.8641 0.388 -0.981 0.490 0.12
C 0.7787 -1.2930 0.8229 -0.114 -0.527 1.535 -0.19
C 0.9605 -0.5682 -0.3359 -1.855 2.781 -2.496 -0.06
C 0.1085 0.4225 -0.8110 0.278 -0.818 1.508 -0.25
F 0.3829 1.0141 -1.9896 0.382 -0.332 -0.009 0.04
C -1.1220 1.0537 -0.2239 1.139 -1.548 0.970 -0.09
C -1.5720 0.7916 1.0306 -1.099 1.432 -1.543 0.04
H 0.8046 -2.5876 2.7003 -0.327 0.783 -0.622 0.05
H 1.7901 -0.8083 -0.9743 0.302 -0.099 -0.159 0.11
H -1.6088 1.7241 -0.9340 -0.075 -0.137 0.448 0.10
H -2.5244 1.3298 1.2739 1.018 -0.709 0.192 0.07
H -1.1087 0.1355 1.7601 -0.037 0.154 -0.315 0.04
```
Positions in Å, forces in eV/Å.

***

[2]
Entry from the Open Molecules 2025 dataset: a single C6H5F molecule (the ωB97M-V functional and the def2-TZVPD basis).

Summary:
Lowest unoccupied orbital energy ... 0.61 eV
Net charge ... 0
SMILES ... C#CC#CCCF
Gap between HOMO and LUMO ... 9.6099 eV
Energy above the lowest of the compared OMol25 structures with the same formula, charge and spin ... 456.1 kJ/mol
Strongest force on any atom ... 6.9 eV Å⁻¹

Geometry as XYZ:
```
12
Properties=species:S:1:pos:R:3:forces:R:3:lowdin_charge:R:1
C 3.9246 0.6123 -0.0575 -2.050 -0.497 0.261 0.13
C 2.6891 0.5526 0.1048 6.870 0.301 -0.551 -0.19
C 1.4508 0.1026 0.2196 -6.119 -1.437 -1.429 -0.08
C 0.3017 -0.2824 -0.0822 2.512 0.190 2.477 0.00
C -1.0935 -0.7116 -0.2808 -0.769 1.873 -1.671 -0.19
C -2.2087 0.1953 0.3482 0.046 -1.894 -1.374 -0.21
F -2.2299 1.5109 -0.1776 -0.138 -1.924 1.011 -0.05
H 5.0242 0.4768 -0.2266 -1.863 0.605 0.321 0.06
H -1.1390 -0.2943 -1.3712 -0.653 -1.978 1.061 0.15
H -1.5052 -1.7756 -0.0051 1.659 1.703 -1.085 0.15
H -2.1023 0.0765 1.3972 0.127 1.260 1.251 0.09
H -3.1119 -0.4630 0.1313 0.378 1.798 -0.272 0.12
```
Positions in Å, forces in eV/Å.

***

[3]
Entry from the Open Molecules 2025 dataset: a molecular structure, C6H5FN2O (the ωB97M-V functional and the def2-TZVPD basis).

Summary:
Lowest unoccupied orbital energy ... 0.38 eV
Net charge ... 0
Gap between HOMO and LUMO ... 9.1190 eV
Energy above the lowest of the compared OMol25 structures with the same formula, charge and spin ... 314.0 kJ/mol
Strongest force on any atom ... 4.5 eV Å⁻¹

Geometry as XYZ:
```
15
Properties=species:S:1:pos:R:3:forces:R:3:lowdin_charge:R:1
C -0.6954 0.9553 2.0308 0.837 0.007 -1.473 -0.24
C -0.7417 -1.4501 -0.2719 0.513 1.771 1.064 -0.13
C -0.6480 -1.1215 -2.3370 -0.108 0.751 -3.766 -0.09
C -0.2302 -0.1873 -0.3512 0.760 1.402 1.077 0.02
C -0.1873 0.0491 -1.7480 -0.153 -2.480 -0.802 -0.29
C 0.3353 1.1830 1.0534 -0.800 -4.331 -0.885 -0.21
N -1.4137 0.5340 2.7952 -1.668 -0.503 1.786 0.17
N 1.5682 1.0149 1.7064 3.474 0.730 -1.775 0.03
O -1.0393 -2.0409 -1.4490 0.583 0.797 1.348 0.03
F 0.4089 1.0356 -2.4113 -0.157 0.543 0.023 0.07
H -0.8655 -1.8610 0.6678 -0.805 -1.762 1.229 0.10
H -0.7980 -1.4719 -3.4303 0.452 1.066 2.101 0.16
H 0.0549 1.9128 0.3531 0.847 1.627 -0.393 0.10
H 1.7745 0.1380 2.2458 -0.912 1.287 -0.973 0.12
H 2.4774 1.3100 1.1461 -2.864 -0.906 1.437 0.15
```
Positions in Å, forces in eV/Å.